A cluster of 5 separate species, C17H27BBrNO19S4 in total, computed with ωB97M-V/def2-TZVPD.

Last column: natural (NBO) charge in e.
Geometry (Å):
Br 3.06892 4.63097 -1.00355  0.115
S -7.80219 1.19714 -5.40511  2.554
S 5.11075 5.68910 5.32695  2.549
S 3.96264 -4.11786 3.33141  2.548
S -4.66669 -1.84366 -1.87545  2.553
O -4.98711 -3.11510 -2.41979  -0.905
O -4.69125 -1.63470 -0.47074  -0.908
O 3.50131 -5.30165 4.29596  -0.687
O 2.79903 -3.47195 2.83932  -0.900
O 3.44512 2.35645 1.03947  -0.532
O -8.08708 2.44648 -4.80021  -0.891
O -6.46781 0.85665 -5.76142  -0.919
O -5.54852 -0.74160 -2.60823  -0.690
O 6.41166 6.15789 5.64249  -0.899
O 4.90291 5.64444 3.74681  -0.690
O -8.75849 1.01235 -6.66492  -0.685
O -3.24922 -1.35319 -2.41746  -0.700
O -0.58591 1.19298 -2.14075  -0.539
O -8.39737 0.00916 -4.53117  -0.684
O 3.96441 6.29194 5.90678  -0.901
O 4.97867 -4.56473 2.44964  -0.893
O 4.64590 -3.21522 4.45790  -0.691
O 5.08398 4.11019 5.56668  -0.692
O 0.73261 -2.06666 -1.20528  -0.867
N 2.63222 -0.23473 1.06371  -0.625
C 4.54908 -0.93954 -0.42856  -0.631
C 0.42386 1.39114 -1.48609  0.534
C -9.60369 -0.50318 -5.12104  -0.098
C 4.54191 3.44877 4.41223  -0.099
C 4.22241 -3.64830 5.76057  -0.102
C -4.70511 0.33698 -3.06152  -0.112
C -9.40239 -0.27258 -6.60707  -0.102
C 0.96864 0.36724 -0.58095  -0.475
C 2.15299 3.00316 -0.83820  -0.140
C 2.03170 0.66391 0.19294  0.237
C -1.21913 -1.08431 0.15077  -1.007
C 1.12149 2.69853 -1.61859  -0.243
C -3.40813 -0.34846 -3.43678  -0.102
C 4.07680 -5.14999 5.60296  -0.098
C 2.62585 2.04799 0.20336  0.466
C 5.02260 4.29900 3.25537  -0.105
C 3.41240 -1.35164 0.51378  -0.221
B 0.17571 -1.00358 -0.56058  1.010
H -9.69590 -1.55239 -4.85643  0.219
H -3.47998 -0.84241 -4.40676  0.192
H 0.75537 3.37425 -2.38046  0.243
H 6.06893 4.10103 3.01716  0.191
H -10.33209 -0.21511 -7.16501  0.217
H -1.09635 -1.25594 1.22361  0.252
H 3.15493 0.26356 1.77169  0.385
H -2.54573 0.31210 -3.40809  0.237
H -8.74305 -1.02043 -7.04928  0.199
H 3.45309 3.44060 4.48365  0.195
H 4.98319 -3.36256 6.48087  0.216
H -1.85258 -1.85531 -0.28763  0.236
H 3.83578 -1.87122 1.36929  0.210
H -5.17950 0.82816 -3.90413  0.238
H 0.10076 -2.78114 -1.33481  0.498
H 3.27306 -3.17005 6.00537  0.198
H 2.75980 -2.06495 0.01897  0.219
H 5.48339 -0.76062 0.10508  0.207
H 4.30456 -0.04592 -1.00738  0.199
H 5.04220 -5.65672 5.62699  0.197
H 3.40218 -5.59447 6.32891  0.216
H -1.73465 -0.12871 0.02948  0.244
H -4.56356 1.04116 -2.24012  0.193
H 4.73668 -1.73686 -1.15004  0.220
H 4.91984 2.43117 4.38221  0.211
H -10.45308 0.05966 -4.73267  0.197
H 4.41724 4.17334 2.36388  0.237

Forces on atoms 1 to 2 (eV/Å):
0.0389 0.0294 0.1248
-0.0703 -0.0213 -0.0728

Calculated values
DFT total energy in eV: -172516.6667
Multiplicity: 1
HOMO level in eV: -8.98
Structure (SMILES): CCNC1=C(B(C)O)C(=O)C=C(Br)C1=O.O=S1(=O)OCCO1.O=S1(=O)OCCO1.O=S1(=O)OCCO1.O=S1(=O)OCCO1
Strongest force on any atom in Eh/bohr: 0.009